1.
Entry from the OMol25 dataset: C22H30F9FeO6Sb2 as an isolated structure (wB97M-V/def2-TZVPD).

The geometry in XYZ format:
```
70
C22H30F9FeO6Sb2, DFT wB97M-V/def2-TZVPD
Fe 0.69082 -0.94999 1.12177
O -3.01031 -2.13617 2.52982
C -1.93347 -1.77044 2.21568
O -1.34389 -0.87655 1.59351
C -0.47918 -3.06622 2.91058
O -1.00953 -3.98031 3.42681
O 0.56568 -2.50511 2.62805
C -1.27417 2.45369 1.25025
Sb 0.26814 1.63407 0.02469
C 1.72076 3.16832 0.35675
C -0.37840 2.32063 -1.93042
C -1.86094 2.50146 -2.04667
C -2.42866 3.67334 -1.54494
C -3.79414 3.89207 -1.56883
C -4.62582 2.92341 -2.11196
C -4.07453 1.76956 -2.64012
C -2.69741 1.53498 -2.63019
C -2.17789 0.27636 -3.24913
Sb -1.74729 -1.30252 -1.81210
C -1.96200 -2.85592 -3.27665
C -3.76522 -1.40077 -1.09321
H -1.31857 3.53734 1.15966
H -1.06621 2.18158 2.28523
H -2.23185 2.02404 0.96165
H 1.29339 4.13477 0.09118
H 2.61072 2.98727 -0.24425
H 2.00241 3.17556 1.40877
H 0.02185 1.61853 -2.65884
H 0.13766 3.27238 -2.06228
H -1.77414 4.43090 -1.12695
H -4.20492 4.81118 -1.17184
H -5.69724 3.07341 -2.14036
H -4.72240 1.02665 -3.09082
H -1.26727 0.44413 -3.82557
H -2.92357 -0.14104 -3.92651
H -2.83949 -2.65634 -3.89151
H -2.07816 -3.82045 -2.78568
H -1.07476 -2.89421 -3.90722
H -4.45627 -1.51437 -1.92873
H -4.00281 -0.48737 -0.54855
H -3.87774 -2.24484 -0.41354
F 0.75762 -3.93240 -1.47148
C 2.08012 -3.90301 -1.30346
F 2.64721 -4.39735 -2.41159
F 2.37401 -4.72301 -0.28849
C 2.55404 -2.44859 -0.98568
O 1.69994 -1.87567 -0.13415
C 3.99236 -2.51528 -0.38180
F 4.78932 -3.37241 -1.02514
F 3.94428 -2.87938 0.90238
F 4.57763 -1.30651 -0.42575
C 2.59642 -1.61834 -2.30968
F 3.64520 -1.91124 -3.08429
F 2.64866 -0.30726 -2.03408
F 1.48371 -1.82044 -3.03053
C 1.08683 1.60585 4.66947
C 0.79970 0.29628 3.96887
O 1.58540 0.16947 2.76836
C 2.95634 -0.23591 2.99153
C 3.85858 0.55093 2.07186
H 0.46379 1.69086 5.56050
H 0.86545 2.44793 4.01252
H 2.12886 1.67745 4.98307
H -0.24081 0.25106 3.64716
H 0.98804 -0.56707 4.61079
H 3.02448 -1.31071 2.80805
H 3.20645 -0.05673 4.03799
H 3.55279 0.42888 1.03206
H 4.88294 0.18856 2.16038
H 3.83751 1.61101 2.32360
```

- Multiplicity: 6
- ⟨S²⟩: 8.762
- Relative energy (zero: lowest compared OMol25 entry of this formula, charge and spin): 0.00 kcal per mole
- HOMO (alpha / beta): -8.15 / -8.22 eV
- Net charge: 0
- Orbital gap (alpha / beta): 8.6 / 7.0 eV

Charges obtained by natural (NBO) population analysis, quoted in units of e:
1. Fe 1.453
2. O -0.496
3. C 0.789
4. O -0.780
5. C 0.833
6. O -0.492
7. O -0.720
8. C -0.989
9. Sb 1.003
10. C -0.991
11. C -0.757
12. C 0.036
13. C -0.225
14. C -0.223
15. C -0.213
16. C -0.202
17. C -0.062
18. C -0.755
19. Sb 1.017
20. C -0.987
21. C -1.002
22. H 0.229
23. H 0.223
24. H 0.248
25. H 0.227
26. H 0.235
27. H 0.228
28. H 0.238
29. H 0.234
30. H 0.201
31. H 0.214
32. H 0.215
33. H 0.209
34. H 0.227
35. H 0.229
36. H 0.219
37. H 0.233
38. H 0.231
39. H 0.220
40. H 0.233
41. H 0.236
42. F -0.309
43. C 0.962
44. F -0.315
45. F -0.311
46. C 0.033
47. O -0.913
48. C 0.967
49. F -0.309
50. F -0.311
51. F -0.324
52. C 0.963
53. F -0.310
54. F -0.318
55. F -0.319
56. C -0.638
57. C -0.067
58. O -0.636
59. C -0.072
60. C -0.632
61. H 0.227
62. H 0.213
63. H 0.211
64. H 0.201
65. H 0.193
66. H 0.202
67. H 0.185
68. H 0.222
69. H 0.229
70. H 0.210

---

2.
Entry from the OMol25 dataset: a 4-piece molecular cluster, C22H30FNO8 overall in a non-equilibrium geometry (wB97M-V/def2-TZVPD).

The geometry in XYZ format:
```
62
C22H30FNO8, DFT wB97M-V/def2-TZVPD
C 0.71295 -1.05913 -2.48690
N 0.11123 0.13500 -3.19522
C -0.41608 1.18192 -2.23728
C -2.05761 1.13074 -2.31389
C -2.89327 1.94642 -3.25992
C -4.53662 1.71459 -3.21452
O -5.33223 2.60690 -3.86280
C -5.26381 0.46684 -2.37386
C -6.86111 0.10066 -2.50379
C -7.18636 -1.48536 -2.76440
F -6.54642 -2.02279 -3.98780
C -4.41443 -0.34114 -1.41409
C -2.81529 0.09366 -1.27323
O -2.11304 -0.41746 -0.23232
H 0.90186 -0.91519 -1.34148
H 1.69759 -1.43192 -3.00542
H -0.09196 -1.93550 -2.57948
H 0.77206 0.54019 -3.90087
H -0.10258 1.00557 -1.10775
H -0.02772 2.25871 -2.51857
H -2.35595 2.68600 -4.01988
H -7.34406 0.36741 -1.44516
H -7.39244 0.82836 -3.27850
H -8.37411 -1.58197 -2.83504
H -6.89800 -2.07486 -1.77147
H -4.90455 -1.23006 -0.79162
O 1.90527 -2.03880 -0.00539
C 2.87776 -1.48139 0.47601
O 3.22992 -0.18781 0.21753
C 4.47264 0.09621 0.85843
C 4.59019 -0.91834 1.96559
C 3.87947 -2.11772 1.39133
H 5.27605 0.00112 0.12042
H 4.46374 1.12034 1.24275
H 5.62450 -1.12036 2.25634
H 4.05243 -0.56301 2.85304
H 4.55302 -2.74642 0.80237
H 3.38567 -2.70261 2.17074
O 5.11979 2.68456 3.70141
C 5.02361 3.68960 3.01671
O 4.72401 3.68782 1.68464
C 4.80256 5.02206 1.18521
C 4.63340 5.90874 2.39106
C 5.25908 5.09112 3.49262
H 5.77622 5.15770 0.70277
H 4.01420 5.18561 0.44470
H 5.08716 6.89556 2.26684
H 3.56613 6.05092 2.60023
H 6.33576 5.26671 3.56840
H 4.76874 5.26922 4.45244
O -3.77343 -5.13437 3.29940
C -3.02631 -4.59411 2.50058
O -3.30393 -3.42172 1.85823
C -2.26433 -3.14346 0.92143
C -1.07047 -3.92164 1.40936
C -1.70355 -5.13277 2.04637
H -2.59345 -3.46647 -0.07180
H -2.06797 -2.06760 0.89730
H -0.36143 -4.16589 0.61390
H -0.53659 -3.34225 2.17244
H -1.87360 -5.93246 1.32015
H -1.11429 -5.49562 2.89167
```

- SMILES: CNCC1=CC(=O)C(CCF)=CC1=O.O=C1CCCO1.O=C1CCCO1.O=C1CCCO1
- HOMO: -8.68 eV
- Net charge: 0
- Orbital gap: 7.0 eV

Charges obtained by natural (NBO) population analysis, quoted in units of e:
1. C -0.449
2. N -0.661
3. C -0.264
4. C -0.008
5. C -0.262
6. C 0.499
7. O -0.538
8. C -0.016
9. C -0.493
10. C 0.038
11. F -0.377
12. C -0.263
13. C 0.505
14. O -0.568
15. H 0.241
16. H 0.198
17. H 0.185
18. H 0.372
19. H 0.235
20. H 0.211
21. H 0.263
22. H 0.243
23. H 0.263
24. H 0.193
25. H 0.181
26. H 0.259
27. O -0.581
28. C 0.799
29. O -0.487
30. C -0.078
31. C -0.428
32. C -0.530
33. H 0.172
34. H 0.220
35. H 0.225
36. H 0.219
37. H 0.238
38. H 0.245
39. O -0.569
40. C 0.789
41. O -0.492
42. C -0.071
43. C -0.430
44. C -0.531
45. H 0.179
46. H 0.201
47. H 0.226
48. H 0.213
49. H 0.241
50. H 0.249
51. O -0.576
52. C 0.787
53. O -0.490
54. C -0.088
55. C -0.427
56. C -0.531
57. H 0.166
58. H 0.243
59. H 0.230
60. H 0.206
61. H 0.235
62. H 0.240

---

3.
Entry from the OMol25 dataset: C22H30HfO2Si as an isolated structure in a non-equilibrium geometry (wB97M-V/def2-TZVPD).

The geometry in XYZ format:
```
56
C22H30HfO2Si, DFT wB97M-V/def2-TZVPD
C 0.74100 1.16817 3.64476
C 1.05560 2.02539 2.51396
C -0.13909 2.54426 2.01585
H 2.07539 2.31027 2.25814
C -1.31963 1.97514 2.72152
C -0.67524 0.97183 3.64868
H -1.22845 0.61221 4.51531
H 1.43953 0.93924 4.44978
H -0.24192 3.42920 1.39634
H -2.03059 2.64505 3.24701
Hf 0.17922 -0.04397 1.71643
C -0.75002 2.17760 -1.02172
H -1.37043 2.55619 -1.84548
H -1.34132 2.14014 -0.10266
H 0.10004 2.85001 -0.88797
Si -0.01798 0.40316 -1.36437
C 1.54361 -0.11618 -2.22612
C 2.56870 0.81508 -2.42337
H 2.53574 1.76447 -1.88768
C 3.60901 0.52455 -3.31887
H 4.36674 1.28278 -3.53754
C 3.68031 -0.72674 -3.94608
H 4.46830 -0.94276 -4.67629
C 2.76824 -1.73643 -3.58423
H 2.86491 -2.74371 -4.01093
C 1.72798 -1.44182 -2.68744
H 1.05204 -2.24192 -2.35500
C -1.21725 0.06333 -2.81314
C -0.80431 0.29570 -4.14503
H 0.23993 0.14608 -4.46056
C -1.72216 0.81344 -5.07665
H -1.35624 1.08187 -6.07250
C -3.05838 1.01828 -4.71226
H -3.76995 1.45976 -5.42245
C -3.49166 0.66472 -3.42116
H -4.52496 0.84690 -3.12019
C -2.59610 0.09488 -2.50635
H -2.95227 -0.25156 -1.52663
H 0.00832 -0.53663 -0.10897
H -2.04825 1.57537 1.96165
C 2.69997 -1.20440 2.92920
O 1.34263 -1.52004 2.63088
C 0.75342 -2.68597 3.28567
C -0.77679 -2.55403 3.32219
O -1.29730 -1.42890 2.55182
C -2.71887 -1.36785 2.75845
H 3.28723 -2.06687 2.60866
H 2.81502 -0.98353 4.00119
H 2.96134 -0.31225 2.35149
H 1.04241 -3.55673 2.67302
H 1.14655 -2.76784 4.31852
H -1.26838 -3.45681 2.92894
H -1.12185 -2.42787 4.36095
H -3.11958 -2.38227 2.63250
H -2.95883 -1.03164 3.77810
H -3.15541 -0.66630 2.04060
```

- Relative energy (zero: lowest compared OMol25 entry of this formula, charge and spin): 11.87 kcal per mole
- HOMO (alpha / beta): -13.33 / -13.33 eV
- Net charge: +2
- Orbital gap (alpha / beta): 6.5 / 6.5 eV

Charges obtained by natural (NBO) population analysis, quoted in units of e:
1. C -0.384
2. C -0.365
3. C -0.263
4. H 0.276
5. C -0.504
6. C -0.475
7. H 0.258
8. H 0.272
9. H 0.273
10. H 0.291
11. Hf 1.867
12. C -1.022
13. H 0.294
14. H 0.227
15. H 0.244
16. Si 1.430
17. C -0.439
18. C -0.227
19. H 0.209
20. C -0.203
21. H 0.238
22. C -0.176
23. H 0.243
24. C -0.188
25. H 0.240
26. C -0.232
27. H 0.220
28. C -0.439
29. C -0.206
30. H 0.233
31. C -0.193
32. H 0.238
33. C -0.187
34. H 0.240
35. C -0.193
36. H 0.229
37. C -0.226
38. H 0.196
39. H -0.362
40. H 0.218
41. C -0.243
42. O -0.616
43. C -0.093
44. C -0.101
45. O -0.605
46. C -0.256
47. H 0.232
48. H 0.225
49. H 0.215
50. H 0.233
51. H 0.241
52. H 0.233
53. H 0.222
54. H 0.222
55. H 0.215
56. H 0.226

---

4.
Entry from the OMol25 dataset: C22H30N13O2Pd as an isolated structure (wB97M-V/def2-TZVPD).

The geometry in XYZ format:
```
68
C22H30N13O2Pd, DFT wB97M-V/def2-TZVPD
Pd -0.05394 0.38968 0.25187
N 4.70499 4.10732 -0.86737
C 3.57260 3.20053 -0.40940
C 4.17765 2.01571 0.34379
C 3.13891 1.15944 1.08151
N 2.36388 0.28499 0.15572
C 2.19677 2.03817 1.89535
C 1.52366 3.13839 1.07837
N 0.54338 2.62035 0.07542
C 2.59032 4.02648 0.42190
H 5.37567 3.61093 -1.45846
H 5.22167 4.47171 -0.06422
H 4.36294 4.91035 -1.39975
H 3.10575 2.86767 -1.33795
H 4.87817 2.39018 1.09783
H 4.75380 1.38996 -0.34288
H 3.69712 0.53427 1.77570
H 2.35110 -0.67643 0.50139
H 2.79920 0.23830 -0.75918
H 2.75476 2.50792 2.70956
H 1.43706 1.40862 2.35531
H 0.96089 3.75793 1.77288
H 0.96644 2.54997 -0.84212
H -0.23467 3.26270 -0.02601
H 3.13026 4.54721 1.21979
H 2.11388 4.78694 -0.20183
N -1.97082 -2.42205 -0.98870
C -2.53144 -1.20486 -1.06774
N -3.73803 -0.97922 -1.62280
N -3.94156 0.30608 -1.46170
N -2.88850 0.85652 -0.82968
N -1.99864 -0.07478 -0.56919
C -0.79100 -2.68522 -0.35256
N -0.38262 -3.90147 0.01013
N 0.76376 -3.69258 0.64007
N 1.04133 -2.39154 0.64430
N 0.07456 -1.74357 0.01591
H -2.49127 -3.20765 -1.37837
C -4.73122 -3.23353 4.35473
O -3.65061 -2.45469 4.91381
C -3.47059 -2.49460 6.23782
C -4.39457 -3.03059 7.12893
C -4.11070 -3.08864 8.47977
C -2.88212 -2.64613 8.98118
C -1.95834 -2.12497 8.11840
C -2.25093 -1.99602 6.75038
N -1.19564 -1.55024 5.92948
C -1.11764 -0.83167 4.83574
C -2.04262 0.09778 4.26895
C -3.16325 0.60729 4.91050
C -3.93824 1.59256 4.31367
C -3.64572 2.06372 3.00190
C -2.56246 1.60063 2.33300
C -1.69061 0.62366 2.93963
O -0.65072 0.18592 2.38018
H -4.62005 -3.16380 3.27900
H -5.69499 -2.82399 4.64981
H -4.65205 -4.27197 4.66977
H -5.33545 -3.41220 6.76007
H -4.84911 -3.49865 9.15765
H -2.66026 -2.72215 10.03629
H -0.99736 -1.78249 8.49059
H -0.29621 -1.89223 6.25159
H -0.15039 -0.88788 4.35364
H -3.42220 0.25818 5.89999
H -4.78514 2.00509 4.84921
H -4.29268 2.80053 2.54223
H -2.33646 1.93570 1.33360
```

- Multiplicity: 5
- ⟨S²⟩: 6.096
- HOMO (alpha / beta): -15.91 / -15.79 eV
- Net charge: +3
- Orbital gap (alpha / beta): 7.2 / 4.8 eV

Charges obtained by natural (NBO) population analysis, quoted in units of e:
1. Pd 1.260
2. N -0.667
3. C -0.038
4. C -0.446
5. C -0.054
6. N -0.897
7. C -0.425
8. C -0.050
9. N -0.860
10. C -0.449
11. H 0.456
12. H 0.448
13. H 0.455
14. H 0.215
15. H 0.240
16. H 0.242
17. H 0.235
18. H 0.437
19. H 0.392
20. H 0.243
21. H 0.236
22. H 0.238
23. H 0.380
24. H 0.414
25. H 0.240
26. H 0.241
27. N -0.371
28. C 0.413
29. N -0.196
30. N -0.013
31. N -0.066
32. N -0.422
33. C 0.378
34. N -0.225
35. N -0.027
36. N -0.127
37. N -0.427
38. H 0.477
39. C -0.262
40. O -0.505
41. C 0.401
42. C -0.312
43. C -0.095
44. C -0.207
45. C -0.168
46. C -0.007
47. N -0.373
48. C 0.174
49. C -0.077
50. C -0.160
51. C -0.069
52. C -0.153
53. C -0.232
54. C 0.455
55. O -0.600
56. H 0.213
57. H 0.201
58. H 0.211
59. H 0.252
60. H 0.253
61. H 0.256
62. H 0.234
63. H 0.439
64. H 0.242
65. H 0.249
66. H 0.256
67. H 0.262
68. H 0.244